The following is a DFT calculation (ωB97M-V with the def2-TZVPD basis set) of a cluster of 2 separate species, C2H8N2O2 in total.

```
14
C2H8N2O2 | OMol25 | ωB97M-V with the def2-TZVPD basis set
N 1.14 1.11 0.21
C 0.15 0.62 -0.74
N -0.70 -0.50 -0.33
C -1.81 -0.81 -1.03
O -2.04 -0.50 -2.17
H 2.13 0.91 0.12
H 1.13 2.12 0.16
H -0.41 1.52 -1.01
H 0.59 0.23 -1.65
H -0.57 -0.89 0.59
H -2.45 -1.45 -0.39
O 1.06 -1.09 2.00
H 0.58 -0.95 2.82
H 1.19 -0.31 1.41
```

Values from the calculation:
HOMO energy = -9.70 eV
Relative energy (zero: lowest compared OMol25 entry of this formula, charge and spin) = 1.2313 eV
Spin multiplicity = 1
LUMO energy = 0.65 eV
Energy = -9278.67930 eV
Charge = 0
Frontier orbital gap = 10.4 eV
SMILES string = NCNC=O.O